Entry 1:
C5H8O2 | wB97M-V/def2-TZVPD

```
15
Properties=species:S:1:pos:R:3:forces:R:3:lowdin_charge:R:1
O 0.11857 -0.93039 -1.55913 0.15 -0.03 -0.13 0.04
C -0.12122 -0.92745 -0.22053 0.18 0.08 0.50 -0.47
C 0.73722 -1.37292 0.70515 -0.14 0.23 -0.20 0.00
C 2.23663 0.86741 0.19666 0.54 -0.15 -1.46 0.04
O 2.36494 0.63766 -0.91426 0.07 0.48 1.33 0.03
C -1.35258 -0.13812 0.12279 -0.07 -0.11 0.03 -0.18
C -0.96264 1.34675 0.16741 0.21 0.17 0.08 -0.09
H 1.07407 -0.92103 -1.71574 -0.21 -0.24 0.00 0.09
H 0.55557 -1.14500 1.74925 -0.13 -0.30 -0.09 0.07
H 1.70752 -1.78812 0.45253 -0.18 -0.13 -0.05 0.07
H 0.05913 1.42291 0.55694 -0.34 0.16 0.00 0.02
H -1.73291 -0.47815 1.08879 0.04 0.08 -0.08 0.11
H -2.12750 -0.31030 -0.63024 0.06 -0.04 0.12 0.11
H -0.96763 1.78997 -0.83263 -0.02 -0.03 0.15 0.08
H -1.58918 1.94675 0.83297 -0.14 -0.16 -0.21 0.07
```
Forces are in eV/Å.

**Kohn-Sham gap**: 9.93 eV
**LUMO energy**: 0.97 eV
**Max |F|**: 1.57 eV/Å
**Total energy**: -9408.478 eV
**Net charge**: 0



Entry 2:
C5H8O2 | wB97M-V/def2-TZVPD

```
15
Properties=species:S:1:pos:R:3:forces:R:3:lowdin_charge:R:1
C 1.46833 0.62006 -0.36347 0.03 -0.01 -0.05 -0.03
C 0.39964 -0.14436 0.39728 -0.05 0.09 -0.21 -0.67
O 0.92983 -0.43886 1.68128 -0.12 -0.14 0.15 -0.02
C -0.96825 0.57887 0.46295 0.01 0.04 0.03 -0.08
C -1.76989 -0.21570 -0.54520 0.06 -0.03 -0.15 -0.25
O -1.26180 -0.46615 -1.63861 -0.07 0.03 0.37 0.01
C -0.06519 -1.49019 -0.14230 0.04 0.14 -0.18 0.23
H 1.10995 0.84372 -1.37288 0.06 -0.03 0.15 0.09
H 1.71665 1.55782 0.14566 -0.05 -0.13 -0.06 0.09
H 2.37790 0.01474 -0.43126 -0.13 0.08 0.00 0.09
H 0.35119 -1.11777 2.06405 0.12 0.09 0.00 0.09
H -1.39427 0.49501 1.46668 0.05 -0.03 -0.15 0.12
H -0.93132 1.63703 0.17781 0.00 -0.14 0.01 0.13
H -2.80829 -0.51919 -0.32849 0.13 0.01 -0.04 0.14
H 0.49666 -1.83400 -1.02680 -0.09 0.02 0.12 0.06
```
Forces are in eV/Å.

**Kohn-Sham gap**: 9.13 eV
**LUMO energy**: 0.06 eV
**Max |F|**: 0.38 eV/Å
**Total energy**: -9405.045 eV
**Net charge**: 0



Entry 3:
C5H8O2 | wB97M-V/def2-TZVPD

```
15
Properties=species:S:1:pos:R:3:forces:R:3:lowdin_charge:R:1
C 1.81387 0.35817 0.10675 -0.04 0.10 -0.07 0.03
C 0.50386 0.20591 -0.00810 0.33 -0.01 0.20 -0.25
C -0.25255 -1.05062 -0.26650 0.36 -0.18 -0.25 -0.20
O -1.64310 -0.91112 0.06717 0.04 0.09 0.24 0.00
C -1.17358 -0.27425 -1.10915 -0.43 0.11 -0.36 -0.15
C -0.62321 1.07905 -0.59173 0.25 -0.02 -0.21 -0.25
O -1.48853 1.74898 0.27566 -0.04 -0.11 0.10 0.00
H 2.45754 -0.51276 0.20528 -0.07 0.14 0.17 0.07
H 2.29615 1.32602 0.07051 -0.07 0.04 -0.10 0.07
H 0.11401 -2.06653 -0.35957 -0.02 0.18 -0.13 0.15
H -1.57526 -0.54417 -2.07071 -0.28 0.00 -0.05 0.15
H -0.27113 1.80001 -1.33395 -0.09 -0.21 0.05 0.16
H -1.89595 1.06297 0.83021 0.08 0.17 -0.09 0.10
H 1.12605 -0.87423 2.07731 -0.14 -0.23 0.28 0.05
H 0.60773 -1.37639 2.25733 0.10 -0.08 0.21 0.07
```
Forces are in eV/Å.

**Kohn-Sham gap**: 10.51 eV
**LUMO energy**: 0.96 eV
**Max |F|**: 0.57 eV/Å
**SMILES string**: C=C1[C@H]2O[C@H]2[C@H]1O.[H][H]
**Total energy**: -9405.447 eV
**Net charge**: 0



Entry 4:
C5H8O2 | wB97M-V/def2-TZVPD

```
15
Properties=species:S:1:pos:R:3:forces:R:3:lowdin_charge:R:1
O 3.01070 0.54370 0.31517 -0.50 -0.13 -0.06 0.10
C 1.84815 0.27671 0.17426 0.36 0.15 0.07 -0.39
C 0.79835 -0.38015 1.06751 0.04 -0.05 0.16 -0.05
C -0.05286 -0.60344 -0.21117 -0.14 -0.10 -0.05 -0.28
C -1.51930 -0.22561 -0.14246 0.03 -0.35 -0.13 -0.24
O -1.61768 1.10901 0.32101 -0.24 0.14 0.04 -0.07
C 0.88373 0.34454 -1.00732 0.05 0.05 -0.14 -0.05
H 0.33944 0.35361 1.73860 0.07 -0.05 -0.09 0.12
H 1.12233 -1.25066 1.64431 -0.03 0.11 -0.10 0.12
H 0.02930 -1.63454 -0.56790 -0.01 0.11 0.04 0.14
H -2.04664 -0.91710 0.53325 0.09 0.12 -0.06 0.12
H -1.97086 -0.32989 -1.14150 0.07 0.05 0.13 0.12
H -2.54966 1.35222 0.35740 0.17 0.02 0.02 0.09
H 0.45461 1.34723 -1.10600 0.07 -0.09 0.04 0.12
H 1.27040 0.01436 -1.97517 -0.04 0.03 0.14 0.12
```
Forces are in eV/Å.

**Kohn-Sham gap**: 10.04 eV
**LUMO energy**: 0.66 eV
**Max |F|**: 0.52 eV/Å
**SMILES string**: O=C1CC(CO)C1
**Total energy**: -9408.702 eV
**Net charge**: 0



ΔE to the lowest compared entry with this formula, charge and spin (computed, kcal/mol): 31.22 110.40 101.13 26.06